Here is a molecular structure, C28H61BrN4NbO4S from the Open Molecules 2025 dataset. Energies are from ωB97M-V/def2-TZVPD.

Cartesian coordinates (Å):
1 C 3.752 3.307 -1.277
2 C 4.871 2.350 -1.824
3 O 4.588 0.986 -1.600
4 C 5.626 0.135 -2.150
5 Nb 4.671 -1.872 -2.807
6 N 6.053 -1.823 -4.452
7 O 3.381 -0.754 -3.972
8 Br 3.116 -1.818 -0.709
9 C 3.804 -3.805 -3.632
10 C 2.276 -3.769 -4.001
11 C 1.291 -3.994 -2.796
12 C -0.031 -4.730 -3.313
13 C -1.351 -3.933 -3.004
14 C -2.145 -4.450 -1.748
15 C -3.122 -3.272 -1.300
16 S -2.299 -2.312 0.051
17 C -3.159 -0.732 -0.016
18 N -3.483 -0.278 -1.224
19 N -4.154 0.896 -1.057
20 C -4.188 1.102 0.252
21 O -3.557 0.119 0.984
22 C 6.300 -3.057 -1.678
23 C 6.084 -3.131 -0.158
24 O 6.661 -2.312 0.536
25 N 5.257 -4.173 0.460
26 C 6.161 -5.336 0.661
27 C 4.708 -3.710 1.743
28 H 3.345 2.982 -0.292
29 H 2.882 3.413 -1.972
30 H 4.208 4.330 -1.201
31 H 5.043 2.615 -2.902
32 H 5.810 2.603 -1.251
33 H 6.501 0.005 -1.460
34 H 5.948 0.645 -3.108
35 H 6.486 -2.747 -4.565
36 H 6.829 -1.237 -4.113
37 H 3.803 -0.647 -4.843
38 H 4.359 -4.019 -4.594
39 H 4.066 -4.667 -2.954
40 H 1.944 -2.854 -4.543
41 H 2.098 -4.630 -4.712
42 H 0.940 -3.009 -2.392
43 H 1.732 -4.575 -1.952
44 H 0.012 -4.840 -4.430
45 H -0.060 -5.785 -2.924
46 H -2.031 -4.097 -3.886
47 H -1.213 -2.830 -2.924
48 H -2.819 -5.312 -1.991
49 H -1.493 -4.719 -0.883
50 H -3.266 -2.625 -2.193
51 H -4.132 -3.648 -1.010
52 H -4.702 2.014 0.599
53 H 6.303 -4.089 -2.130
54 H 7.303 -2.618 -1.925
55 H 6.943 -5.368 -0.136
56 H 6.707 -5.272 1.647
57 H 5.612 -6.309 0.669
58 H 4.534 -2.605 1.763
59 H 5.371 -3.949 2.623
60 H 3.710 -4.170 1.979
61 C -1.000 -1.155 7.487
62 C -2.173 -0.309 7.006
63 C -2.787 -0.814 5.701
64 C -1.847 -0.799 4.492
65 C -1.252 0.567 4.150
66 C -2.304 1.601 3.767
67 H -0.173 -1.142 6.775
68 H -0.622 -0.771 8.438
69 H -1.306 -2.193 7.642
70 H -1.857 0.733 6.903
71 H -2.949 -0.318 7.779
72 H -3.678 -0.218 5.477
73 H -3.143 -1.840 5.849
74 H -2.397 -1.175 3.623
75 H -1.029 -1.507 4.658
76 H -0.563 0.443 3.310
77 H -0.653 0.944 4.984
78 H -2.885 1.262 2.907
79 H -1.825 2.546 3.500
80 H -2.993 1.803 4.591
81 C -5.411 4.399 -1.636
82 C -5.406 4.961 -0.219
83 C -6.353 6.147 -0.034
84 C -6.024 7.377 -0.882
85 C -4.622 7.952 -0.676
86 C -4.378 8.451 0.743
87 H -5.069 5.136 -2.364
88 H -4.745 3.536 -1.702
89 H -6.414 4.072 -1.920
90 H -4.386 5.238 0.062
91 H -5.709 4.167 0.472
92 H -6.365 6.426 1.025
93 H -7.373 5.826 -0.270
94 H -6.762 8.156 -0.661
95 H -6.153 7.135 -1.941
96 H -4.486 8.788 -1.368
97 H -3.863 7.210 -0.940
98 H -5.101 9.225 1.012
99 H -3.377 8.880 0.826
100 H -4.451 7.643 1.474

Calculated values
**Orbital gap**: 0.237 Eh
**LUMO energy**: 2.1 eV
**Energy**: -126602.142 eV
**Net charge**: -1

---

Here is a molecular structure, C18H55B2F3N4O10SV2 from the Open Molecules 2025 dataset. Energies are from ωB97M-V/def2-TZVPD.

Cartesian coordinates (Å):
1 O -13.127 -12.724 5.753
2 V -12.161 -12.760 4.506
3 O -7.709 -11.777 5.710
4 V -8.442 -12.186 4.399
5 B -6.893 -13.917 3.945
6 H -7.404 -13.815 2.843
7 H -6.348 -12.901 4.147
8 H -7.780 -14.035 4.712
9 H -6.184 -14.875 3.990
10 B -10.052 -12.647 2.685
11 H -10.870 -12.090 3.324
12 H -10.452 -13.101 1.654
13 H -9.220 -11.853 2.494
14 H -9.555 -13.464 3.337
15 C -10.752 -8.340 5.552
16 F -10.803 -8.910 6.771
17 F -11.792 -7.523 5.413
18 F -9.612 -7.668 5.453
19 S -10.801 -9.691 4.316
20 O -10.931 -9.092 3.035
21 O -9.518 -10.343 4.552
22 O -11.952 -10.514 4.725
23 C -10.111 -13.646 6.780
24 O -10.199 -12.914 5.592
25 H -10.993 -13.464 7.401
26 H -9.899 -14.715 6.642
27 H -9.261 -13.282 7.380
28 C -13.224 -16.759 3.239
29 C -13.081 -15.757 4.392
30 C -12.924 -16.439 5.728
31 O -13.119 -15.473 6.736
32 C -13.222 -16.001 8.027
33 N -11.865 -14.898 4.169
34 H -12.236 -17.232 3.193
35 H -13.353 -16.266 2.277
36 H -13.994 -17.481 3.492
37 H -13.951 -15.099 4.456
38 H -11.942 -16.921 5.851
39 H -13.661 -17.243 5.877
40 H -14.239 -16.354 8.243
41 H -12.873 -15.302 8.783
42 H -12.607 -16.907 8.163
43 H -11.030 -15.481 4.370
44 H -11.776 -14.797 3.150
45 C -9.128 -12.725 12.573
46 C -10.485 -13.105 12.062
47 C -10.705 -12.621 10.623
48 O -10.464 -11.244 10.572
49 C -10.699 -10.692 9.302
50 N -10.645 -14.573 12.050
51 H -8.973 -12.987 13.628
52 H -9.063 -11.635 12.627
53 H -8.274 -13.122 12.028
54 H -11.317 -12.617 12.586
55 H -11.748 -12.816 10.325
56 H -10.025 -13.151 9.944
57 H -11.745 -10.809 8.995
58 H -10.031 -11.116 8.543
59 H -10.466 -9.630 9.363
60 H -10.757 -14.921 12.997
61 H -11.529 -14.822 11.614
62 C -9.131 -18.664 4.260
63 C -8.539 -17.362 3.676
64 C -8.610 -17.396 2.168
65 O -8.066 -18.520 1.527
66 C -6.682 -18.635 1.695
67 N -9.341 -16.246 4.177
68 H -10.207 -18.604 4.421
69 H -8.678 -18.864 5.236
70 H -8.907 -19.518 3.618
71 H -7.492 -17.397 3.987
72 H -8.071 -16.512 1.782
73 H -9.637 -17.319 1.798
74 H -6.357 -18.691 2.742
75 H -6.146 -17.781 1.258
76 H -6.336 -19.550 1.219
77 H -8.942 -15.965 5.071
78 H -9.148 -15.442 3.576
79 C -3.869 -14.659 7.797
80 C -5.328 -14.989 7.561
81 C -6.088 -15.100 8.886
82 O -7.301 -15.769 8.612
83 C -8.294 -15.671 9.582
84 N -6.016 -13.896 6.822
85 H -3.465 -15.154 8.684
86 H -3.768 -13.592 8.002
87 H -3.249 -14.898 6.933
88 H -5.548 -15.971 7.123
89 H -6.227 -14.110 9.338
90 H -5.503 -15.733 9.570
91 H -8.003 -15.698 10.640
92 H -9.024 -16.476 9.473
93 H -8.856 -14.734 9.471
94 H -7.005 -13.984 7.042
95 H -5.951 -14.188 5.854

Calculated values
**Orbital gap (alpha / beta)**: 0.248 / 0.260 Eh
**Multiplicity**: 3
**LUMO energy (alpha / beta)**: -2.2 / -1.9 eV
**Energy**: -117704.821 eV
**Relative energy (zero: lowest compared OMol25 entry of this formula, charge and spin)**: 0.0 kJ/mol

---

Here is 2 unconnected molecules or ions with the total composition H3NO2S from the Open Molecules 2025 dataset. Energies are from ωB97M-V/def2-TZVPD.

Cartesian coordinates (Å):
1 N 1.577 1.205 0.419
2 O 0.831 -1.271 -0.022
3 O -1.341 0.006 -0.468
4 S 0.962 0.292 -0.551
5 H 1.721 1.439 1.348
6 H 0.021 -1.751 -0.365
7 H -1.780 0.263 -1.283

Calculated values
**Orbital gap (alpha / beta)**: 0.323 / 0.324 Eh
**LUMO energy (alpha / beta)**: -0.7 / -0.7 eV
**Energy**: -16465.676 eV
**Relative energy (zero: lowest compared OMol25 entry of this formula, charge and spin)**: 290.0 kJ/mol

---

What is the formula in the third record?
H3NO2S